# 1
# C6H4O

An isolated molecule of C6H4O (the ωB97M-V functional and the def2-TZVPD basis, OMol25).

Output
- gap between HOMO and LUMO (eV) = 8.24
- calculated total energy (eV) = -8325.83149

Structure (ORCA input):
```
! RIJCOSX wB97M-V def2-TZVPD def2/J DEFGRID3
* xyz 0 1
C 0.804 -0.833 -0.812
C 2.138 -0.660 -1.003
C 0.746 1.210 0.952
C -0.337 -0.558 -0.489
C 1.899 0.951 0.614
C -1.773 -0.507 -0.205
O 2.679 0.223 -0.155
H 0.044 1.734 1.672
H -1.908 -1.508 0.013
H -2.343 -0.249 -1.149
H -1.950 0.197 0.563
*
```


# 2
# C50H43F8Ge2N7O5PrSSe

C50H43F8Ge2N7O5PrSSe as an isolated structure (the ωB97M-V functional and the def2-TZVPD basis, OMol25).

Output
- gap between HOMO and LUMO (alpha / beta) (eV) = 4.97 / 7.02
- expectation value of S² = 3.784
- calculated total energy (eV) = -298240.78369

Structure (ORCA input):
```
! RIJCOSX wB97M-V def2-TZVPD def2/J DEFGRID3
* xyz -2 4
Pr 1.794 0.749 0.627
O 5.637 -5.380 2.490
C 4.791 -4.966 3.314
O 4.471 -5.432 4.416
C 3.976 -3.737 2.818
C 3.168 -2.989 3.669
C 2.527 -1.869 3.189
N 2.583 -1.456 1.906
C 3.329 -2.228 1.083
C 4.027 -3.368 1.492
C 3.308 -1.900 -0.374
O 4.009 -2.553 -1.134
O 2.463 -0.960 -0.643
H 3.045 -3.270 4.671
H 1.894 -1.224 3.835
H 4.659 -3.890 0.773
Se 3.362 4.800 1.918
N 4.860 5.005 0.946
C 5.159 3.810 0.382
C 6.227 3.445 -0.423
C 6.350 2.103 -0.850
C 5.355 1.206 -0.575
N 4.220 1.513 0.118
C 4.191 2.750 0.673
N 3.186 3.060 1.477
H 7.019 4.140 -0.658
H 7.199 1.810 -1.411
H 5.410 0.226 -1.015
F -6.617 2.627 4.380
C -6.767 2.168 3.139
F -7.504 3.108 2.529
F -7.491 1.033 3.210
C -5.446 1.947 2.444
C -4.711 3.032 1.960
C -3.547 2.770 1.226
C -3.122 1.462 1.020
C -3.807 0.405 1.595
C -4.993 0.656 2.290
C -2.064 1.217 0.084
C -1.430 1.017 -0.918
H -4.991 4.093 2.008
H -2.973 3.576 0.797
H -3.500 -0.627 1.450
H -5.573 -0.191 2.663
C -1.752 -2.736 -2.860
Ge -2.767 -1.056 -3.289
C -4.280 -0.925 -2.010
C -3.424 -1.223 -5.126
Ge -1.237 0.902 -2.849
C 0.564 0.532 -3.401
C 0.880 -0.775 -3.751
C 2.150 -1.147 -4.200
C 3.099 -0.172 -4.407
C 2.844 1.131 -4.051
C 1.593 1.478 -3.578
C -1.875 2.681 -3.445
C -3.092 3.193 -2.981
C -3.505 4.487 -3.296
C -2.728 5.302 -4.094
C -1.549 4.801 -4.628
C -1.150 3.511 -4.341
H -2.465 -3.578 -2.761
H -1.220 -2.551 -1.942
H -1.053 -2.909 -3.640
H -4.847 -1.838 -1.956
H -4.963 -0.159 -2.235
H -3.853 -0.740 -1.030
H -4.096 -2.100 -5.155
H -2.629 -1.374 -5.821
H -4.005 -0.358 -5.483
H 0.174 -1.565 -3.547
H 2.354 -2.185 -4.432
H 4.076 -0.415 -4.816
H 3.638 1.882 -4.138
H 1.451 2.540 -3.293
H -3.692 2.606 -2.288
H -4.433 4.896 -2.871
H -2.973 6.348 -4.317
H -0.908 5.439 -5.265
H -0.203 3.110 -4.732
F -1.061 2.164 3.380
C 0.195 2.109 3.856
C 1.156 1.347 3.220
C 2.401 1.414 3.838
F 3.501 0.902 3.232
C 2.674 2.131 4.988
F 3.905 2.239 5.521
C 1.664 2.901 5.554
F 1.916 3.633 6.657
C 0.409 2.866 5.012
F -0.587 3.574 5.603
N 1.116 2.726 -0.719
C 0.915 3.882 -0.888
N 0.538 5.121 -0.975
C 1.142 5.914 -1.864
N 1.537 6.643 -2.686
C -2.263 -4.710 3.243
C -2.947 -3.714 2.338
C -2.098 -3.438 1.082
S -0.513 -2.722 1.437
O -0.168 -1.853 0.252
C 0.567 -4.223 1.388
C 1.114 -4.567 0.029
C 0.223 -5.442 -0.835
H -2.802 -4.982 4.176
H -1.299 -4.369 3.541
H -2.082 -5.652 2.698
H -3.151 -2.748 2.847
H -3.919 -4.100 1.968
H -2.668 -2.680 0.552
H -2.041 -4.335 0.464
H -0.041 -5.037 1.801
H 1.373 -3.993 2.112
H 2.061 -5.062 0.231
H 1.361 -3.653 -0.524
H -0.136 -6.294 -0.249
H 0.821 -5.847 -1.630
H -0.625 -4.866 -1.214
*
```


# 3
# C6H9BrN3O4

A 2-piece molecular cluster, C6H9BrN3O4 overall (the ωB97M-V functional and the def2-TZVPD basis, OMol25).

Output
- gap between HOMO and LUMO (eV) = 8.23
- calculated total energy (eV) = -89074.43818

Structure (ORCA input):
```
! RIJCOSX wB97M-V def2-TZVPD def2/J DEFGRID3
* xyz -1 1
O -1.508 0.913 0.496
C -0.999 0.218 -0.415
O -0.811 0.502 -1.618
C -0.511 -1.179 0.026
C 0.855 -1.293 0.617
O 1.595 -0.392 0.854
N 1.096 -2.675 0.752
C 0.103 -3.414 -0.041
C -0.344 -2.292 -0.998
Br -1.832 -2.689 -2.123
H -1.254 -1.578 0.722
H 1.306 -3.019 1.673
H -0.761 -3.698 0.561
H 0.544 -4.267 -0.541
H 0.558 -2.103 -1.571
C 0.416 3.879 0.178
O 0.798 5.046 0.120
N -0.878 3.529 0.437
N 1.241 2.816 -0.014
H -1.202 2.565 0.468
H -1.531 4.274 0.581
H 2.203 2.993 -0.219
H 0.916 1.864 0.054
*
```


# 4
# C4H8

C4H8 as an isolated structure (the ωB97M-V functional and the def2-TZVPD basis, OMol25).

Output
- gap between HOMO and LUMO (eV) = 9.09
- calculated total energy (eV) = -4272.14826

Structure (ORCA input):
```
! RIJCOSX wB97M-V def2-TZVPD def2/J DEFGRID3
* xyz 0 1
C -1.552 -0.217 0.724
C -1.471 0.687 -0.328
C 2.483 -0.376 0.204
C -0.263 0.189 -0.718
H -0.798 0.052 1.503
H -2.221 1.353 -0.647
H 1.587 -0.822 -0.281
H 2.227 -0.229 1.266
H 2.719 0.604 -0.252
H -0.121 -0.420 -1.639
H 3.386 -0.960 0.021
H -1.958 -1.282 0.737
*
```


# 5
# C37H23F8NORuS2Si

C37H23F8NORuS2Si as an isolated structure (the ωB97M-V functional and the def2-TZVPD basis, OMol25).

Output
- gap between HOMO and LUMO (alpha / beta) (eV) = 4.59 / 6.37
- expectation value of S² = 6.059
- calculated total energy (eV) = -96151.90860

Structure (ORCA input):
```
! RIJCOSX wB97M-V def2-TZVPD def2/J DEFGRID3
* xyz -2 5
Ru 1.304 -1.417 0.509
F -0.312 -5.907 3.433
C -1.244 -4.947 3.617
F -2.189 -5.139 2.677
F -1.846 -5.250 4.805
C -0.665 -3.569 3.628
C -0.744 -2.811 4.784
C -0.193 -1.540 4.824
C 0.429 -1.075 3.675
N 0.505 -1.789 2.567
C -0.032 -3.033 2.483
S 0.136 -3.759 0.938
H -1.239 -3.220 5.654
H -0.246 -0.928 5.713
H 0.886 -0.092 3.627
F 6.775 -0.245 -3.470
C 6.063 -0.357 -2.337
C 5.625 -1.594 -1.906
F 5.926 -2.684 -2.634
C 4.888 -1.705 -0.745
F 4.512 -2.930 -0.372
C 4.532 -0.594 0.022
S 3.426 -0.718 1.375
C 5.025 0.628 -0.424
F 4.737 1.757 0.243
C 5.770 0.757 -1.581
F 6.202 1.965 -1.985
C 1.846 -1.352 -1.317
C 2.267 -0.486 -2.318
C 2.677 -0.942 -3.613
C 3.161 -0.069 -4.562
C 3.257 1.304 -4.302
C 2.832 1.783 -3.058
C 2.348 0.931 -2.091
H 2.625 -2.005 -3.818
H 3.485 -0.457 -5.523
H 3.649 1.982 -5.051
H 2.894 2.845 -2.843
H 2.023 1.309 -1.127
O -0.184 0.081 0.308
Si -1.585 0.763 0.126
C -2.206 0.653 -1.658
C -1.331 0.150 -2.623
C -1.710 0.068 -3.958
C -2.974 0.486 -4.351
C -3.862 0.981 -3.402
C -3.476 1.059 -2.071
C -1.541 2.609 0.581
C -1.275 2.983 1.901
C -1.179 4.316 2.275
C -1.349 5.317 1.326
C -1.612 4.971 0.009
C -1.705 3.631 -0.355
C -2.924 0.022 1.250
C -2.875 -1.350 1.519
C -3.818 -1.960 2.335
C -4.841 -1.206 2.899
C -4.910 0.157 2.644
C -3.958 0.760 1.830
H -0.348 -0.188 -2.319
H -1.009 -0.321 -4.688
H -3.270 0.424 -5.392
H -4.854 1.304 -3.702
H -4.180 1.443 -1.337
H -1.136 2.210 2.651
H -0.964 4.576 3.306
H -1.270 6.359 1.612
H -1.736 5.744 -0.741
H -1.903 3.375 -1.390
H -2.071 -1.949 1.101
H -3.747 -3.022 2.534
H -5.576 -1.679 3.541
H -5.700 0.754 3.088
H -4.016 1.829 1.652
*
```


# 6
# C3H2O3

C3H2O3 as an isolated structure (the ωB97M-V functional and the def2-TZVPD basis, OMol25).

Output
- gap between HOMO and LUMO (alpha / beta) (eV) = 8.02 / 8.02
- calculated total energy (eV) = -9282.04526

Structure (ORCA input):
```
! RIJCOSX wB97M-V def2-TZVPD def2/J DEFGRID3
* xyz 0 1
O 1.843 1.360 -0.641
C 1.004 0.859 -0.032
C 0.071 -0.867 -0.498
O 0.699 -1.666 -1.101
C -1.046 -0.456 0.249
O -0.832 0.155 1.361
H 0.199 0.838 1.016
H -1.938 -0.224 -0.353
*
```


# 7
# H3NOSSi

An isolated molecule of H3NOSSi (the ωB97M-V functional and the def2-TZVPD basis, OMol25).

Output
- gap between HOMO and LUMO (alpha / beta) (eV) = 8.44 / 6.72
- expectation value of S² = 2.010
- calculated total energy (eV) = -22294.35024

Structure (ORCA input):
```
! RIJCOSX wB97M-V def2-TZVPD def2/J DEFGRID3
* xyz 0 3
N -0.677 0.680 -0.407
O -2.407 -1.004 0.598
Si 0.946 0.038 -0.020
S -2.058 0.204 -0.182
H 1.536 1.302 -0.816
H 1.184 -1.220 -0.623
H 1.476 0.000 1.451
*
```


# 8
# C4H8N2O

An isolated molecule of C4H8N2O (the ωB97M-V functional and the def2-TZVPD basis, OMol25).

Output
- SMILES = N=C=C(N)CCO
- gap between HOMO and LUMO (eV) = 8.69
- calculated total energy (eV) = -9302.72348

Structure (ORCA input):
```
! RIJCOSX wB97M-V def2-TZVPD def2/J DEFGRID3
* xyz 0 1
N -2.087 -0.840 -0.034
C -0.941 -0.045 -0.218
C 0.296 -0.633 -0.832
C 1.611 0.119 -0.572
O 2.084 -0.012 0.754
C -0.947 1.214 0.177
N -0.712 1.966 1.159
H -1.950 -1.697 0.496
H -2.869 -0.294 0.302
H -0.445 1.250 1.830
H 0.074 -0.605 -1.895
H 0.422 -1.681 -0.525
H 1.516 1.178 -0.856
H 2.384 -0.320 -1.211
H 1.521 0.526 1.327
*
```